## i
# C5H15NO2

2 unconnected molecules or ions with the total composition C5H15NO2 (ωB97M-V/def2-TZVPD, the OMol25 dataset).

For the HOMO energy, the calculation gives -9.215 eV. Its structure (SMILES) is CCNCCCO.O. The calculation puts the frontier orbital gap at 10.038 eV. The calculation puts the LUMO energy at 0.8 eV.

```
23
Properties=species:S:1:pos:R:3:nbo_charge:R:1
C -0.420 0.940 2.468 -0.636
C -1.268 1.241 1.232 -0.220
N -0.848 0.435 0.078 -0.649
C 0.236 1.085 -0.671 -0.217
C 0.623 0.251 -1.873 -0.431
C 1.415 -0.993 -1.466 -0.066
O 2.809 -0.656 -1.511 -0.742
H -0.359 1.840 3.087 0.214
H 0.449 0.365 2.185 0.220
H -0.966 0.287 3.167 0.209
H -2.323 1.030 1.381 0.192
H -1.248 2.315 1.006 0.164
H -1.652 0.188 -0.481 0.358
H 1.056 1.108 0.057 0.187
H 0.007 2.121 -0.950 0.173
H 1.267 0.787 -2.559 0.229
H -0.270 -0.067 -2.425 0.197
H 1.100 -1.330 -0.477 0.173
H 1.287 -1.788 -2.206 0.169
H 3.261 -0.793 -0.672 0.475
O -1.563 -3.106 0.328 -0.944
H -0.758 -3.057 -0.205 0.470
H -1.833 -2.201 0.507 0.474
```

## ii
# C5H15NO2

3 unconnected molecules or ions with the total composition C5H15NO2 (ωB97M-V/def2-TZVPD, the OMol25 dataset).

For the HOMO energy, the calculation gives -9.050 eV. Its structure (SMILES) is C/C=C/CCN.O.O. The calculation puts the frontier orbital gap at 9.899 eV. The calculation puts the LUMO energy at 0.8 eV.

```
23
Properties=species:S:1:pos:R:3:nbo_charge:R:1
C 0.260 -2.243 1.111 -0.650
C 0.193 -1.274 -0.031 -0.232
C 0.434 0.034 0.024 -0.161
C 0.541 0.955 -1.152 -0.445
C -0.350 2.245 -0.895 -0.214
N -1.531 1.911 -0.114 -0.871
H 1.252 -2.716 1.096 0.203
H -0.386 -3.086 0.832 0.227
H 0.034 -1.704 2.022 0.226
H -0.259 -1.694 -0.928 0.201
H 0.689 0.633 0.922 0.188
H 1.578 1.284 -1.317 0.226
H 0.252 0.449 -2.063 0.196
H -0.532 2.778 -1.822 0.199
H 0.257 2.934 -0.288 0.170
H -1.387 2.105 0.864 0.361
H -2.432 2.247 -0.407 0.374
O -2.486 -0.925 1.644 -0.955
H -1.674 -0.528 1.293 0.484
H -3.149 -0.241 1.646 0.467
O 3.112 -0.739 -0.697 -0.936
H 2.615 -1.351 -0.143 0.474
H 2.967 -1.076 -1.598 0.467
```

## iii
# C5H15NO2

2 unconnected molecules or ions with the total composition C5H15NO2 (ωB97M-V/def2-TZVPD, the OMol25 dataset).

For the HOMO energy, the calculation gives -9.006 eV. Its structure (SMILES) is CCC[C@H](N)CO.O. The calculation puts the frontier orbital gap at 9.716 eV. The calculation puts the LUMO energy at 0.7 eV.

```
23
Properties=species:S:1:pos:R:3:nbo_charge:R:1
C 1.644 -1.754 0.333 -0.621
C 0.698 -2.243 -0.755 -0.416
C -0.177 -1.086 -1.399 -0.395
C -0.467 0.154 -0.362 -0.080
N -1.464 -0.286 0.612 -0.847
C -0.730 1.549 -0.965 -0.080
O 0.177 2.448 -0.297 -0.742
H 2.293 -2.537 0.834 0.227
H 0.925 -1.159 1.021 0.201
H 2.358 -0.905 0.066 0.200
H -0.054 -2.840 -0.236 0.199
H 1.194 -2.787 -1.537 0.211
H -1.162 -1.320 -1.840 0.219
H 0.448 -0.654 -2.300 0.185
H 0.449 0.123 0.178 0.176
H -1.206 -1.145 1.049 0.352
H -1.535 0.400 1.330 0.371
H -1.687 1.963 -0.699 0.197
H -0.666 1.541 -2.064 0.177
H 1.050 2.346 -0.706 0.472
O -0.903 2.430 2.701 -0.960
H -0.465 2.600 1.823 0.491
H -0.718 3.163 3.215 0.465
```

Most stable structure, least stable structure: i, iii.

## i
# C5H15NO2

3 unconnected molecules or ions with the total composition C5H15NO2 (ωB97M-V/def2-TZVPD, the OMol25 dataset).

For the HOMO energy, the calculation gives -7.832 eV. Its structure (SMILES) is CC/C=C/NC.O.O. The calculation puts the frontier orbital gap at 8.529 eV. The calculation puts the LUMO energy at 0.7 eV.

```
23
Properties=species:S:1:pos:R:3:nbo_charge:R:1
C 1.875 -1.336 -2.170 -0.599
C 1.676 -0.030 -1.360 -0.416
C 1.135 -0.238 0.021 -0.285
C 1.376 -1.251 0.857 0.004
N 0.885 -1.313 2.150 -0.605
C 1.772 -1.881 3.156 -0.411
H 0.918 -1.823 -2.331 0.204
H 2.302 -1.120 -3.139 0.205
H 2.507 -2.052 -1.647 0.195
H 0.957 0.547 -1.960 0.200
H 2.618 0.515 -1.359 0.203
H 0.654 0.634 0.470 0.186
H 1.927 -2.162 0.617 0.184
H 0.515 -0.424 2.456 0.360
H 1.236 -1.869 4.097 0.204
H 2.733 -1.358 3.222 0.174
H 1.925 -2.937 2.942 0.195
O -5.287 2.929 0.489 -0.946
H -4.474 2.984 0.995 0.470
H -5.169 2.201 -0.125 0.476
O -3.891 3.222 -2.118 -0.949
H -3.488 3.045 -2.981 0.471
H -4.702 3.717 -2.281 0.478
```

## ii
# C5H15NO2

2 unconnected molecules or ions with the total composition C5H15NO2 (ωB97M-V/def2-TZVPD, the OMol25 dataset).

For the HOMO energy, the calculation gives -8.464 eV. Its structure (SMILES) is CN(C)CCCO.O. The calculation puts the frontier orbital gap at 9.219 eV. The calculation puts the LUMO energy at 0.8 eV.

```
23
Properties=species:S:1:pos:R:3:nbo_charge:R:1
C -1.288 2.006 -1.001 -0.417
N -1.522 0.925 -0.061 -0.440
C -2.035 1.338 1.213 -0.418
C -0.320 0.059 0.042 -0.223
C -0.070 -0.702 -1.259 -0.462
C 1.245 -1.419 -1.311 -0.070
O 1.592 -2.133 -0.094 -0.746
H -1.263 1.552 -2.001 0.191
H -2.038 2.794 -0.981 0.207
H -0.295 2.473 -0.908 0.164
H -2.324 0.480 1.820 0.199
H -1.554 2.071 1.901 0.172
H -2.972 1.880 1.061 0.194
H -0.616 -0.724 0.752 0.204
H 0.491 0.686 0.393 0.187
H -0.998 -1.169 -1.618 0.221
H 0.059 -0.024 -2.102 0.212
H 2.031 -0.650 -1.270 0.177
H 1.511 -2.065 -2.153 0.187
H 0.925 -2.809 0.050 0.465
O 1.943 -0.091 2.101 -0.959
H 1.814 -0.473 1.208 0.486
H 2.252 -0.798 2.649 0.468
```

## iii
# C5H15NO2

2 unconnected molecules or ions with the total composition C5H15NO2 (ωB97M-V/def2-TZVPD, the OMol25 dataset).

For the HOMO energy, the calculation gives -9.142 eV. Its structure (SMILES) is CCCNCCO.O. The calculation puts the frontier orbital gap at 9.807 eV. The calculation puts the LUMO energy at 0.7 eV.

```
23
Properties=species:S:1:pos:R:3:nbo_charge:R:1
C -2.490 1.208 -1.526 -0.611
C -1.452 0.127 -1.291 -0.405
C -0.230 0.925 -0.656 -0.225
N 0.956 -0.015 -0.594 -0.654
C 2.018 0.875 -0.116 -0.264
C 1.983 0.635 1.505 -0.045
O 1.964 -0.616 2.000 -0.720
H -2.735 1.533 -0.429 0.195
H -2.121 2.055 -2.036 0.206
H -3.438 0.915 -1.921 0.217
H -0.999 -0.331 -2.245 0.183
H -1.699 -0.786 -0.669 0.210
H -0.165 1.749 -1.436 0.181
H -0.617 1.253 0.384 0.211
H 1.283 -0.366 -1.472 0.370
H 2.992 0.830 -0.436 0.198
H 1.850 1.961 -0.311 0.173
H 2.850 0.970 2.129 0.188
H 0.992 1.167 1.723 0.121
H 1.361 -1.288 1.383 0.473
O -0.593 -4.389 2.274 -0.936
H -0.220 -4.386 1.470 0.462
H -1.488 -4.027 2.269 0.474
```

## iv
# C5H15NO2

3 unconnected molecules or ions with the total composition C5H15NO2 (ωB97M-V/def2-TZVPD, the OMol25 dataset).

For the HOMO energy, the calculation gives -8.303 eV. Its structure (SMILES) is CC(C)=C(C)N.O.O. The calculation puts the frontier orbital gap at 9.092 eV. The calculation puts the LUMO energy at 0.8 eV.

```
23
Properties=species:S:1:pos:R:3:nbo_charge:R:1
C -1.885 -0.354 0.388 -0.653
C -0.472 -0.537 -0.106 -0.104
C -0.162 -1.809 -0.842 -0.632
C 0.439 0.427 0.059 0.180
C 1.848 0.377 -0.463 -0.665
N 0.090 1.658 0.676 -0.846
H -2.348 0.535 -0.053 0.230
H -1.939 -0.264 1.476 0.209
H -2.507 -1.207 0.117 0.222
H 0.898 -1.917 -1.054 0.218
H -0.714 -1.871 -1.783 0.220
H -0.480 -2.676 -0.258 0.205
H 2.349 1.333 -0.315 0.215
H 2.435 -0.391 0.037 0.237
H 1.861 0.188 -1.537 0.231
H -0.697 1.569 1.307 0.381
H 0.862 2.060 1.196 0.378
O 1.292 -1.852 2.238 -0.955
H 0.723 -1.389 1.606 0.480
H 1.140 -2.791 2.096 0.467
O -1.093 2.718 -1.837 -0.968
H -0.996 3.666 -1.958 0.462
H -0.644 2.526 -0.991 0.487
```

Most stable structure, least stable structure: iv, iii.

## i
# C2H4N2

C2H4N2 in the gas phase (ωB97M-V/def2-TZVPD, the OMol25 dataset).

For the HOMO energy, the calculation gives -8.593 eV. Its structure (SMILES) is [H]/N=N/C=C. The calculation puts the frontier orbital gap at 9.568 eV. The calculation puts the LUMO energy at 1.0 eV.

```
8
Properties=species:S:1:pos:R:3:nbo_charge:R:1
H 2.929 -0.200 0.059 0.324
N 1.970 0.213 0.169 -0.356
N 1.020 -0.509 -0.016 -0.128
C -0.444 0.386 -0.145 -0.042
C -1.476 -0.309 0.164 -0.439
H -0.362 1.437 -0.421 0.197
H -2.324 0.293 -0.030 0.220
H -1.313 -1.311 0.220 0.224
```

## ii
# C2H4N2

C2H4N2 in the gas phase (ωB97M-V/def2-TZVPD, the OMol25 dataset).

For the HOMO energy, the calculation gives -9.979 eV. Its structure (SMILES) is C1[C@@H]2NN12. The calculation puts the frontier orbital gap at 11.128 eV. The calculation puts the LUMO energy at 1.1 eV.

```
8
Properties=species:S:1:pos:R:3:nbo_charge:R:1
C 0.047 0.470 0.499 -0.295
C -0.382 -0.883 -0.015 0.018
N -0.799 -0.394 -1.294 -0.431
N -1.287 0.204 -0.115 -0.213
H -0.021 0.714 1.583 0.222
H 0.603 1.004 -0.281 0.187
H -0.441 -1.771 0.440 0.200
H -0.004 0.176 -1.798 0.313
```

## iii
# C2H4N2

A molecular structure, C2H4N2 (ωB97M-V/def2-TZVPD, the OMol25 dataset).

For the HOMO energy, the calculation gives -10.166 eV. The calculation puts the frontier orbital gap at 11.326 eV. The calculation puts the LUMO energy at 1.2 eV.

```
8
Properties=species:S:1:pos:R:3:nbo_charge:R:1
C -0.794 0.413 0.132 -0.291
C 0.131 -0.640 -0.456 -0.014
N 1.319 -0.215 0.309 -0.409
N 0.569 0.756 -0.322 -0.241
H -1.636 0.925 -0.467 0.242
H -0.687 0.334 1.239 0.187
H 0.123 -1.122 -1.761 0.221
H 0.975 -0.451 1.325 0.305
```

## iv
# C2H4N2

C2H4N2 in the gas phase (ωB97M-V/def2-TZVPD, the OMol25 dataset).

For the HOMO energy, the calculation gives -9.551 eV. Its structure (SMILES) is [H]/N=C\N=C. The calculation puts the frontier orbital gap at 10.520 eV. The calculation puts the LUMO energy at 1.0 eV.

```
8
Properties=species:S:1:pos:R:3:nbo_charge:R:1
H 0.535 -1.466 -1.316 0.338
N -0.448 -1.463 -1.039 -0.662
C -0.811 -0.674 -0.076 0.253
N -0.003 0.081 0.751 -0.412
C 0.617 1.123 0.537 0.005
H -1.785 -0.727 0.258 0.167
H 1.329 1.327 1.212 0.161
H 0.566 1.798 -0.327 0.150
```

Most stable structure, least stable structure: iv, iii.